(1)
Formula: C20H26F12N2O5PS
Source: OMol25
Level of theory: wB97M-V/def2-TZVPD

Values from the calculation:
Kohn-Sham gap   6.5 eV
HOMO level   -0.416 hartree
SMILES   C#CC[C@@]1(S(=O)(=O)C(F)(F)F)[N@@H+](C(F)(F)C(F)(F)C(F)(F)C(F)(F)F)[C@H](CC(=O)O)C[C@H](N)[C@@]1(OCC)P(C)CC
Strongest force on any atom   0.2425 Eh/bohr

ORCA input file:
```
! RIJCOSX wB97M-V def2-TZVPD def2/J DEFGRID3
* xyz 1 1
C 2.391 -2.614 2.721
C 1.411 -1.903 2.020
C -0.067 -1.323 1.493
C 0.048 0.230 0.882
S 0.179 1.239 2.410
O 1.500 1.019 3.264
O -0.825 0.824 3.567
C -0.037 3.083 2.393
F -1.362 3.565 2.944
F 0.152 3.816 1.143
F 0.950 3.706 3.361
N 1.144 0.363 -0.207
C 2.473 0.913 0.077
F 2.524 2.242 0.818
F 2.915 1.633 -1.207
C 3.782 0.220 0.600
F 3.941 0.013 2.091
F 4.817 1.332 0.402
C 4.536 -1.035 -0.064
F 5.334 -0.504 -1.237
F 3.746 -2.241 -0.366
C 5.802 -1.656 0.852
F 5.384 -2.693 1.813
F 6.630 -2.397 -0.177
F 6.710 -0.629 1.395
C 1.064 -0.811 -1.214
C 2.005 -0.826 -2.515
C 2.053 -2.373 -3.167
O 2.990 -2.646 -4.113
O 1.190 -3.484 -2.766
C -0.396 -0.692 -2.028
C -1.709 -0.501 -1.117
N -2.814 -0.181 -2.090
C -1.470 0.494 0.147
O -1.756 1.890 -0.004
C -1.580 2.601 -1.208
C -2.930 3.577 -1.401
P -2.922 -0.026 1.359
C -3.693 1.566 2.189
C -4.441 -0.769 0.522
C -4.412 -2.424 0.317
H 3.356 -2.850 3.386
H -0.778 -1.439 2.404
H -0.418 -2.116 0.705
H 0.701 1.137 -0.818
H 1.246 -1.861 -0.743
H 1.641 -0.170 -3.445
H 3.131 -0.567 -2.403
H 1.681 -4.219 -2.295
H -0.583 -1.583 -2.764
H -0.329 0.280 -2.720
H -1.982 -1.581 -0.687
H -3.365 -1.043 -2.313
H -2.481 0.211 -2.996
H -0.681 3.389 -1.213
H -1.479 2.045 -2.227
H -3.846 2.947 -1.787
H -3.197 4.109 -0.368
H -2.634 4.413 -2.171
H -4.809 1.248 2.478
H -3.194 1.828 3.213
H -3.818 2.457 1.446
H -4.837 -0.200 -0.448
H -5.339 -0.617 1.299
H -3.331 -2.864 0.491
H -4.653 -2.590 -0.839
H -5.257 -2.963 0.921
*
```



(2)
Formula: C20H26N2O3
Source: OMol25
Level of theory: wB97M-V/def2-TZVPD

Values from the calculation:
Kohn-Sham gap   9.8 eV
HOMO level   -0.331 hartree
SMILES   Cc1cccc(C)c1OCc1cc(C(=O)N2CCCCCCC2)no1
Strongest force on any atom   0.0214 Eh/bohr

ORCA input file:
```
! RIJCOSX wB97M-V def2-TZVPD def2/J DEFGRID3
* xyz 0 1
C 3.297 -1.013 5.405
C 2.041 -1.784 5.130
C 1.621 -2.793 5.985
C 0.470 -3.511 5.717
C -0.283 -3.214 4.597
C 0.101 -2.205 3.723
C 1.277 -1.503 3.996
O 1.698 -0.469 3.165
C 2.259 -0.868 1.934
C 1.526 -0.259 0.785
C 0.765 0.868 0.678
C 0.372 0.885 -0.686
N 0.866 -0.157 -1.311
O 1.579 -0.873 -0.409
C -0.574 1.887 -1.249
O -1.408 2.374 -0.498
N -0.497 2.226 -2.550
C 0.533 1.805 -3.472
H 1.122 1.023 -2.997
C -0.008 1.272 -4.799
C -0.886 0.030 -4.666
H -0.303 -0.763 -4.194
C -2.182 0.212 -3.868
H -1.959 0.218 -2.802
H -2.795 -0.672 -4.054
C -2.989 1.469 -4.225
C -2.871 2.595 -3.196
H -3.197 2.223 -2.224
H -3.542 3.407 -3.483
C -1.473 3.195 -3.020
H -1.111 3.627 -3.953
H -1.546 3.990 -2.269
H -2.703 1.832 -5.214
H -4.048 1.205 -4.283
H -1.142 -0.300 -5.676
H -0.553 2.056 -5.324
H 0.857 1.017 -5.416
H 1.184 2.667 -3.682
H 0.511 1.578 1.435
H 2.262 -1.959 1.823
H 3.306 -0.524 1.907
C -0.739 -1.874 2.527
H -0.760 -0.798 2.363
H -1.757 -2.229 2.670
H -0.342 -2.347 1.628
H -1.191 -3.764 4.396
H 0.155 -4.298 6.386
H 2.206 -3.016 6.865
H 4.139 -1.470 4.883
H 3.194 0.010 5.052
H 3.518 -1.007 6.469
*
```



(3)
Formula: C20H26N2O4
Source: OMol25
Level of theory: wB97M-V/def2-TZVPD

Values from the calculation:
Kohn-Sham gap   8.4 eV
HOMO level   -0.292 hartree
SMILES   CC(=O)c1ccc(N2CCN(C[C@@H](O)COCc3ccco3)CC2)cc1
Strongest force on any atom   0.3237 Eh/bohr

ORCA input file:
```
! RIJCOSX wB97M-V def2-TZVPD def2/J DEFGRID3
* xyz 0 1
C -7.361 -0.014 0.699
C -6.286 -0.430 -0.476
O -6.658 -0.941 -1.480
C -4.973 -0.079 -0.313
C -4.520 0.496 0.656
C -3.265 0.892 0.973
C -2.362 0.457 0.118
N -0.975 0.978 -0.062
C -0.337 1.003 1.247
H -0.932 1.189 2.136
C 0.280 -0.195 1.646
N 1.201 -0.625 0.492
C 0.686 -0.909 -0.825
H 1.447 -0.823 -1.431
C 0.005 0.619 -1.093
H -0.513 0.639 -1.826
H 0.831 1.238 -0.871
H -0.143 -1.572 -0.690
C 2.132 -1.846 0.801
H 1.943 -2.109 2.057
C 3.477 -1.863 0.416
O 4.136 -2.779 1.326
H 4.101 -2.684 2.176
C 3.783 -2.013 -0.810
O 3.601 -0.797 -2.072
C 4.569 0.160 -1.710
C 3.915 1.084 -0.912
C 3.157 2.476 -1.333
C 2.774 3.035 -0.023
C 3.530 2.391 0.948
O 4.148 1.455 0.368
H 3.547 2.617 1.798
H 2.299 4.005 -0.045
H 2.758 2.391 -2.318
H 4.639 0.424 -2.716
H 5.474 0.020 -1.211
H 4.929 -2.357 -1.210
H 3.236 -2.859 -1.115
H 3.868 -0.827 0.838
H 1.466 -2.688 0.442
H 0.932 -0.437 2.752
H -0.612 -1.071 1.925
H 0.413 1.686 1.331
C -2.818 -0.268 -1.127
C -4.209 -0.368 -1.335
H -4.312 -1.052 -2.125
H -2.022 -0.576 -1.889
H -2.758 1.414 1.812
H -5.190 1.101 1.480
H -8.538 -0.295 0.398
H -7.399 1.117 0.671
H -7.094 -0.412 1.513
*
```



(4)
Formula: C20H26N2O7P2Pb
Source: OMol25
Level of theory: wB97M-V/def2-TZVPD

Values from the calculation:
Kohn-Sham gap (alpha / beta)   6.4 / 6.3 eV
HOMO level (alpha / beta)   -0.528 / -0.526 hartree
Strongest force on any atom   0.0016 Eh/bohr

ORCA input file:
```
! RIJCOSX wB97M-V def2-TZVPD def2/J DEFGRID3
* xyz 2 1
Pb 3.782 2.085 1.397
O 4.427 -0.202 -2.118
P 3.736 0.646 -0.997
O 3.817 -0.015 0.372
O 4.255 2.067 -0.873
O 2.210 0.665 -1.459
P 1.012 1.272 -0.515
O 0.311 2.313 -1.486
O 0.064 0.202 -0.176
O 1.700 2.041 0.613
H 5.039 0.284 -2.688
H 0.863 3.070 -1.720
C -3.729 0.109 -2.587
C -3.418 1.065 -1.482
C -3.535 2.422 -1.609
C -3.224 3.274 -0.539
C -2.778 2.777 0.691
C -2.632 1.431 0.892
C -2.120 0.837 2.161
C -2.981 0.563 -0.204
N -2.806 -0.729 -0.056
C -3.171 -1.891 0.216
C -4.548 -2.260 0.669
C -2.110 -2.972 0.059
C -2.528 -4.389 -0.173
N -0.925 -2.586 0.134
C 0.374 -2.773 0.059
C 1.018 -2.592 -1.218
C 0.198 -2.231 -2.410
C 2.379 -2.739 -1.258
C 3.102 -3.017 -0.094
C 2.467 -3.168 1.149
C 1.111 -3.045 1.265
C 0.382 -3.169 2.564
H -3.992 0.644 -3.496
H -4.570 -0.538 -2.325
H -2.869 -0.531 -2.800
H -3.871 2.842 -2.547
H -3.328 4.344 -0.669
H -2.540 3.466 1.490
H -1.921 1.613 2.896
H -1.195 0.295 1.952
H -2.842 0.139 2.592
H -5.172 -1.375 0.764
H -4.500 -2.777 1.629
H -5.003 -2.946 -0.048
H -3.115 -4.750 0.675
H -1.661 -5.029 -0.307
H -3.165 -4.450 -1.058
H -0.311 -1.283 -2.219
H -0.555 -2.993 -2.624
H 0.826 -2.122 -3.291
H 2.902 -2.614 -2.196
H 4.179 -3.109 -0.147
H 3.062 -3.383 2.027
H -0.428 -3.899 2.503
H -0.060 -2.209 2.842
H 1.056 -3.480 3.357
*
```



(5)
Formula: C20H26N2OS3Ti
Source: OMol25
Level of theory: wB97M-V/def2-TZVPD

Values from the calculation:
Kohn-Sham gap (alpha / beta)   6.7 / 7.0 eV
HOMO level (alpha / beta)   -0.366 / -0.376 hartree
Strongest force on any atom   0.0987 Eh/bohr

ORCA input file:
```
! RIJCOSX wB97M-V def2-TZVPD def2/J DEFGRID3
* xyz 1 2
Ti 0.884 -0.589 -0.181
C -0.874 1.368 1.113
N 0.584 1.239 0.928
C 1.258 1.195 2.278
C 0.855 -0.064 2.916
N 1.216 -1.158 1.982
C 2.613 -1.623 2.250
C 0.361 -2.342 2.172
C -0.090 -2.670 3.436
C -0.868 -3.820 3.619
C -1.154 -4.647 2.534
C -0.496 -4.433 1.326
C 0.227 -3.262 1.100
S 0.875 -2.955 -0.515
C 1.144 2.225 0.022
C 0.602 3.517 0.040
C 1.134 4.445 -0.826
C 2.159 4.033 -1.682
C 2.884 2.858 -1.549
C 2.308 1.871 -0.687
S 3.091 0.225 -0.517
H -1.181 2.337 1.579
H -1.238 0.578 1.788
H -1.407 1.286 0.151
H 0.893 2.049 2.884
H 2.333 1.325 2.112
H -0.189 -0.189 3.125
H 1.393 -0.228 3.858
H 2.630 -2.065 3.248
H 3.281 -0.761 2.183
H 2.916 -2.350 1.479
H 0.177 -2.041 4.290
H -1.255 -4.083 4.590
H -1.811 -5.504 2.592
H -0.550 -5.163 0.527
H -0.175 3.773 0.742
H 0.829 5.500 -0.862
H 2.373 4.703 -2.481
H 3.821 2.680 -2.058
O -0.453 -0.258 -1.388
S -0.744 0.594 -2.776
C -2.493 1.080 -2.536
C -3.377 0.727 -3.789
C -2.517 -0.120 -4.763
C -1.350 -0.703 -3.928
H -2.465 2.160 -2.289
H -2.802 0.560 -1.575
H -3.757 1.651 -4.312
H -4.245 0.141 -3.454
H -2.102 0.460 -5.603
H -3.124 -0.967 -5.164
H -0.495 -0.975 -4.546
H -1.628 -1.608 -3.381
*
```



(6)
Formula: C20H26N4O3S2
Source: OMol25
Level of theory: wB97M-V/def2-TZVPD

Values from the calculation:
Kohn-Sham gap   8.4 eV
HOMO level   -0.291 hartree
SMILES   CCCn1c(SCC(=O)N2CCN(C(C)=O)CC2)nc2sc3c(c2c1=O)CCC3
Strongest force on any atom   0.0145 Eh/bohr

ORCA input file:
```
! RIJCOSX wB97M-V def2-TZVPD def2/J DEFGRID3
* xyz 0 1
C 4.063 2.324 1.876
C 3.701 3.231 0.706
C 3.801 2.507 -0.639
N 2.901 1.370 -0.717
C 1.583 1.547 -0.963
N 0.694 0.600 -0.992
C 1.136 -0.635 -0.713
C 2.465 -0.958 -0.469
C 2.618 -2.346 -0.231
C 1.445 -3.026 -0.293
S 0.080 -2.015 -0.643
C 1.587 -4.481 -0.018
H 1.187 -4.727 0.970
H 1.072 -5.103 -0.750
C 3.123 -4.661 -0.071
H 3.403 -5.065 -1.044
H 3.472 -5.353 0.693
C 3.751 -3.258 0.098
H 4.082 -3.082 1.124
H 4.607 -3.099 -0.556
C 3.456 0.087 -0.489
O 4.651 -0.052 -0.339
S 0.998 3.161 -1.292
C -0.776 2.786 -1.307
H -0.997 2.217 -2.204
C -1.124 2.067 -0.007
O -0.636 2.426 1.047
N -2.036 1.076 -0.085
C -2.594 0.548 -1.316
H -3.184 1.325 -1.817
C -3.493 -0.648 -1.013
N -4.463 -0.312 0.006
C -5.787 -0.464 -0.255
O -6.180 -0.913 -1.314
C -6.725 -0.054 0.855
H -7.743 -0.257 0.536
H -6.624 1.008 1.070
H -6.514 -0.614 1.763
C -3.936 0.287 1.216
H -4.208 -0.312 2.093
C -2.416 0.387 1.130
H -2.028 0.968 1.969
H -1.960 -0.608 1.158
H -4.352 1.294 1.347
H -2.889 -1.504 -0.697
H -4.054 -0.930 -1.906
H -1.788 0.218 -1.982
H -1.276 3.755 -1.335
H 3.571 3.193 -1.459
H 4.810 2.105 -0.768
H 4.383 4.082 0.672
H 2.689 3.616 0.843
H 4.086 2.895 2.801
H 5.038 1.868 1.721
H 3.329 1.529 1.989
*
```



(7)
Formula: C20H26N5O3PReS4Sb
Source: OMol25
Level of theory: wB97M-V/def2-TZVPD

Values from the calculation:
Kohn-Sham gap   4.9 eV
HOMO level   -0.692 hartree
Strongest force on any atom   0.0116 Eh/bohr

ORCA input file:
```
! RIJCOSX wB97M-V def2-TZVPD def2/J DEFGRID3
* xyz 4 1
Re 0.373 0.785 -0.121
N 0.833 4.929 -0.989
C 0.913 3.630 -1.059
N 0.466 2.819 -0.085
C -0.004 3.411 1.132
N -0.177 2.628 2.138
N 0.311 1.369 1.826
C 0.869 0.694 2.766
C 1.698 -0.394 2.286
C 2.557 -1.129 3.079
C 3.526 -1.915 2.467
C 3.608 -1.923 1.083
C 2.678 -1.212 0.343
N 1.722 -0.469 0.923
C -0.187 4.845 1.190
C -0.714 5.495 2.309
C -0.805 6.874 2.317
C -0.365 7.620 1.221
C 0.175 6.995 0.108
C 0.258 5.612 0.106
H 1.199 5.483 -1.758
H 1.349 3.188 -1.949
H 0.835 1.036 3.794
H 2.496 -1.048 4.155
H 4.224 -2.488 3.063
H 4.371 -2.489 0.567
H 2.694 -1.250 -0.738
H -1.032 4.912 3.162
H -1.208 7.382 3.183
H -0.431 8.699 1.242
H 0.534 7.578 -0.731
S -0.621 -4.243 -1.417
Sb -1.914 -4.892 -3.310
S -1.471 -2.326 -1.458
S 0.219 -1.219 -1.505
S -2.382 -2.571 -3.373
C -4.028 4.051 0.892
C -3.132 3.328 -0.075
O -2.748 2.045 0.529
P -1.999 0.727 0.204
O -2.773 0.026 -1.007
C -3.599 0.719 -2.021
C -5.036 0.792 -1.580
O -2.207 -0.203 1.430
C -3.531 -0.379 2.108
C -3.545 0.400 3.393
H -4.310 5.008 0.453
H -3.532 4.238 1.841
H -4.941 3.484 1.068
H -2.212 3.874 -0.282
H -3.655 3.132 -1.010
H -3.482 0.125 -2.924
H -3.156 1.694 -2.218
H -5.447 -0.203 -1.419
H -5.628 1.275 -2.359
H -5.153 1.369 -0.663
H -3.605 -1.453 2.264
H -4.308 -0.060 1.414
H -2.746 0.081 4.058
H -4.493 0.221 3.900
H -3.452 1.468 3.206
*
```



(8)
Formula: C20H26N5O3Pt
Source: OMol25
Level of theory: wB97M-V/def2-TZVPD

Values from the calculation:
Kohn-Sham gap (alpha / beta)   8.3 / 6.1 eV
HOMO level (alpha / beta)   -0.395 / -0.429 hartree
Strongest force on any atom   0.0190 Eh/bohr

ORCA input file:
```
! RIJCOSX wB97M-V def2-TZVPD def2/J DEFGRID3
* xyz 1 5
Pt 0.463 0.373 0.920
N 0.337 -1.658 2.236
C -0.860 -1.482 3.070
C -0.955 -0.062 3.617
O -1.427 0.166 4.707
N -0.495 0.905 2.746
C -0.319 2.173 3.226
C 1.534 2.420 3.461
O 1.704 3.003 4.484
O 2.093 1.962 2.477
H 1.166 -1.719 2.817
H 0.275 -2.504 1.684
H -1.743 -1.672 2.456
H -0.887 -2.160 3.924
H -0.443 2.976 2.501
H -0.733 2.363 4.210
C 3.655 -0.061 0.485
N 2.468 0.280 -0.315
C 2.516 1.701 -0.738
C 2.300 -0.561 -1.470
C 3.348 -0.942 -2.280
C 3.103 -1.633 -3.463
C 1.796 -1.920 -3.850
C 0.738 -1.579 -3.039
C 0.973 -0.938 -1.802
N 0.003 -0.574 -0.928
C -1.315 -0.992 -1.003
C -1.684 -2.319 -1.271
C -3.011 -2.697 -1.230
C -3.988 -1.762 -0.917
C -3.643 -0.448 -0.633
C -2.320 -0.041 -0.683
N -1.914 1.310 -0.476
C -2.850 2.115 0.306
C -1.580 2.009 -1.729
H 4.576 0.252 -0.015
H 3.685 -1.136 0.652
H 3.599 0.454 1.439
H 3.410 1.891 -1.343
H 2.548 2.334 0.146
H 1.640 1.939 -1.340
H 4.365 -0.682 -2.021
H 3.930 -1.911 -4.102
H 1.606 -2.406 -4.797
H -0.275 -1.777 -3.356
H -0.911 -3.059 -1.433
H -3.282 -3.726 -1.419
H -5.030 -2.054 -0.901
H -4.423 0.262 -0.393
H -3.756 2.356 -0.262
H -2.367 3.055 0.567
H -3.121 1.595 1.222
H -2.492 2.258 -2.286
H -0.951 1.389 -2.362
H -1.055 2.936 -1.499
*
```